Entry 1:
Here is an isolated molecule of C5H14N2O at a distorted geometry from the OMol25 dataset. Energies are from wB97M-V/def2-TZVPD.

Last column: natural (NBO) charge in e.
Atoms and positions in Å:
N  -2.088269  -0.314386  -1.274639  -0.86
C  -0.814416  -0.104663  -0.646333  -0.06
C  0.470212  -0.301673  -1.549762  -0.44
C  1.767816  0.273584  -0.750529  -0.06
O  2.859746  0.732667  -1.536946  -0.74
C  -0.565976  -0.982576  0.761305  -0.23
N  -0.023783  -0.429667  2.044785  -0.63
C  -0.698783  0.844427  2.531108  -0.43
H  -2.450278  0.293550  -1.898005  0.37
H  -2.300459  -1.325071  -1.520795  0.36
H  -0.855200  0.918945  -0.253423  0.19
H  0.734884  -1.271388  -1.868610  0.20
H  0.531881  0.210030  -2.452443  0.19
H  1.496980  1.273934  -0.174564  0.15
H  2.342291  -0.402297  -0.140993  0.18
H  2.618934  0.886783  -2.590928  0.46
H  0.181931  -1.798958  0.571392  0.20
H  -1.527868  -1.574819  0.886690  0.20
H  0.985445  -0.269519  2.008759  0.36
H  -0.142627  1.786869  2.085014  0.18
H  -1.758404  0.716246  2.136013  0.20
H  -0.764049  0.837976  3.632903  0.20

Atomic forces in eV per Å
N 0.6 -5.3 2.6
C 1.7 -0.2 1.1
C 1.7 1.4 3.6
C -1.1 2.4 -0.3
O -0.4 0.5 -5.3
C 0.1 -1.3 -0.9
N -1.2 1.4 -0.6
C 0.2 -0.6 -1.8
H -0.9 2.4 -2.3
H 0.4 2.0 0.3
H 0.4 0.1 -0.4
H -0.3 -1.8 0.2
H -0.7 1.6 -1.7
H -0.1 -2.3 -0.5
H -0.8 -0.7 0.9
H 0.6 -0.6 4.3
H -0.6 0.7 -0.4
H 0.9 1.1 0.5
H -0.5 -0.2 -0.3
H -1.5 -1.6 1.1
H 1.2 0.8 0.5
H 0.3 0.3 -0.5

Molar mass (g mol⁻¹): 118.18
Calculated total energy (hartree): -383.54736
2S+1: 1
Net charge: 0
Structure (SMILES): CNC[C@H](N)CCO
LUMO energy (eV): 0.883
Energy relative to the best compared isomer or geometry (same formula, charge and spin) (kcal/mol): 96.22

Entry 2:
Here is a cluster of 2 separate species, C5H14N2O in total from the OMol25 dataset. Energies are from wB97M-V/def2-TZVPD.

Last column: natural (NBO) charge in e.
Atoms and positions in Å:
C  -0.536167  -0.370695  -2.392085  -0.07
O  -0.501073  0.180850  -3.700717  -0.72
C  0.659362  -1.292077  -2.254710  -0.23
N  0.691303  -1.864106  -0.903805  -0.85
H  -0.489066  0.409460  -1.626998  0.17
H  -1.458869  -0.941917  -2.233201  0.15
H  -1.230439  0.799552  -3.787182  0.47
H  0.617320  -2.043432  -3.051095  0.17
H  1.563573  -0.700628  -2.395104  0.19
H  1.564819  -2.357507  -0.761562  0.36
H  -0.029223  -2.572533  -0.807346  0.35
C  0.891797  1.773708  3.013923  -0.65
C  -0.157453  0.838876  2.497976  0.20
C  -1.125527  0.342641  3.266555  -0.53
N  -0.067716  0.592653  1.122609  -0.82
H  0.889755  2.707321  2.449525  0.22
H  1.884827  1.331502  2.903412  0.21
H  0.744573  1.987795  4.069616  0.22
H  -1.877869  -0.329507  2.881151  0.19
H  -1.187315  0.621619  4.308136  0.20
H  0.883729  0.580824  0.781971  0.37
H  -0.516096  -0.265508  0.834450  0.38

Atomic forces in eV per Å
C 0.1 0.0 0.0
O 0.0 0.0 0.0
C -0.1 0.0 0.1
N 0.0 -0.2 -0.1
H 0.0 0.0 0.0
H 0.0 0.0 0.0
H 0.0 0.0 0.0
H 0.0 0.0 0.0
H 0.0 0.0 -0.1
H 0.0 0.1 0.0
H 0.0 0.1 0.0
C 0.1 0.0 0.1
C -0.1 0.1 -0.2
C 0.0 0.1 0.2
N 0.1 -0.1 0.1
H 0.0 0.0 0.0
H 0.0 0.0 0.0
H -0.1 0.0 0.0
H -0.1 -0.1 -0.1
H 0.0 0.0 0.0
H 0.0 0.0 0.0
H 0.0 0.0 -0.1

Molar mass (g mol⁻¹): 118.18
Calculated total energy (hartree): -383.62825
2S+1: 1
Net charge: 0
Structure (SMILES): C=C(C)N.NCCO
LUMO energy (eV): 0.863
Energy relative to the best compared isomer or geometry (same formula, charge and spin) (kcal/mol): 45.46

Entry 3:
Here is a structure of composition C5H14N2O at a distorted geometry from the OMol25 dataset. Energies are from wB97M-V/def2-TZVPD.

Last column: natural (NBO) charge in e.
Atoms and positions in Å:
C  -1.227111  1.041910  -0.866207  -0.22
N  -0.563606  -0.223045  -1.090277  -0.65
C  -0.997997  -1.310703  -0.214121  -0.24
C  0.230223  -2.001239  0.331990  -0.41
C  0.829507  -1.164515  1.597822  -0.37
O  0.177740  0.154860  1.607112  -0.70
C  -0.063640  2.081762  -1.073174  -0.22
N  1.080287  1.770527  -0.267979  -0.91
H  -1.582483  1.012702  0.174447  0.17
H  -2.131047  1.155878  -1.473388  0.19
H  0.461012  -0.097605  -0.956876  0.37
H  -1.463000  -0.913167  0.661712  0.19
H  -1.604181  -2.071163  -0.728553  0.19
H  0.099321  -3.054197  0.596318  0.22
H  0.933558  -1.983635  -0.534945  0.20
H  1.968069  -1.447619  1.695223  0.23
H  0.315099  -1.694410  2.416828  0.24
H  1.084230  -0.234351  0.864802  0.56
H  -0.407037  3.038360  -1.043836  0.17
H  0.231620  1.949053  -2.099947  0.18
H  0.839567  1.387706  0.669663  0.40
H  1.789869  2.602891  -0.266612  0.37

Atomic forces in eV per Å
C 1.3 0.1 0.8
N 0.5 -1.2 -0.2
C 0.6 -0.7 -0.4
C 1.6 0.3 -0.6
C -2.0 -5.9 1.5
O 4.2 -1.1 -1.2
C -1.1 -2.8 -1.0
N 2.4 1.7 0.9
H 0.1 0.6 0.0
H 0.4 0.3 -0.4
H -1.3 0.1 -0.4
H -1.2 0.2 0.3
H -0.2 0.4 0.1
H -0.1 0.2 0.2
H 0.0 -0.3 0.7
H -1.6 1.5 0.1
H 0.8 0.0 0.1
H -2.0 4.0 0.1
H -1.1 2.9 0.7
H 0.1 -0.1 -0.8
H 0.2 1.6 -0.9
H -1.9 -2.3 0.3

Molar mass (g mol⁻¹): 118.18
Calculated total energy (hartree): -383.45063
2S+1: 1
Net charge: 0
LUMO energy (eV): 0.741
Energy relative to the best compared isomer or geometry (same formula, charge and spin) (kcal/mol): 156.92

Entry 4:
Here is an isolated molecule of C5H14N2O at a distorted geometry from the OMol25 dataset. Energies are from wB97M-V/def2-TZVPD.

Last column: natural (NBO) charge in e.
Atoms and positions in Å:
C  1.125572  0.254766  0.221783  -0.24
N  -0.216558  0.731969  0.583270  -0.63
C  -0.877703  1.415327  -0.590687  -0.23
C  -1.597297  0.433417  -1.502257  -0.46
C  -1.686617  -1.056489  -1.109479  -0.07
O  -0.692142  -1.925118  -1.651937  -0.72
C  1.716819  -0.752932  1.218288  -0.22
N  1.823775  -0.311668  2.583662  -0.84
H  1.816670  1.121195  0.150642  0.16
H  1.166690  -0.065449  -0.822384  0.18
H  -0.099277  1.445978  1.304612  0.35
H  -1.607879  2.028352  -0.049636  0.19
H  -0.145831  2.110697  -1.009923  0.18
H  -2.611640  0.768507  -1.707440  0.22
H  -1.049733  0.419290  -2.453423  0.21
H  -2.600353  -1.519047  -1.480383  0.18
H  -1.711139  -1.127362  -0.024232  0.18
H  0.165206  -1.529760  -1.530750  0.46
H  2.745123  -0.823533  0.827409  0.18
H  1.257345  -1.737480  1.202493  0.20
H  2.086522  0.644841  2.725732  0.35
H  0.992446  -0.525502  3.114641  0.36

Atomic forces in eV per Å
C -0.2 0.8 0.5
N 0.2 0.2 -0.9
C -0.1 -0.2 3.1
C 0.7 -0.7 -1.4
C -0.3 -0.1 0.4
O -0.2 0.2 -0.1
C 1.2 0.8 -1.1
N -0.4 -0.6 0.6
H 0.0 -0.1 0.3
H -0.3 -0.6 0.1
H -0.1 -0.4 -0.2
H -0.1 0.2 -0.5
H -0.2 -0.2 -0.8
H 0.0 0.2 0.0
H -0.4 0.1 -0.2
H -0.2 0.4 -0.1
H 0.1 -0.1 0.2
H 0.5 0.1 0.2
H -0.1 -0.6 0.2
H -0.2 0.0 -0.2
H 0.1 0.3 -0.2
H 0.0 0.2 0.0

Molar mass (g mol⁻¹): 118.18
Calculated total energy (hartree): -383.61024
2S+1: 1
Net charge: 0
Structure (SMILES): NCCNCCCO
LUMO energy (eV): 0.897
Energy relative to the best compared isomer or geometry (same formula, charge and spin) (kcal/mol): 56.77

Entry 5:
Here is a cluster of 2 separate species, C5H14N2O2 in total at a distorted geometry from the OMol25 dataset. Energies are from wB97M-V/def2-TZVPD.

Last column: natural (NBO) charge in e.
Atoms and positions in Å:
C  0.387149  0.333421  -2.260021  -0.41
N  0.485927  -0.162605  -0.902760  -0.46
C  1.380364  -1.300951  -0.845924  -0.41
C  -0.961249  -1.407783  0.752162  -0.61
C  -0.778875  -0.213452  -0.176453  -0.13
C  -0.988307  1.065874  0.668856  0.68
N  -0.414884  2.209772  0.222956  -0.82
O  -1.722967  1.096654  1.638705  -0.65
H  -0.322016  1.156492  -2.343216  0.20
H  0.094086  -0.435404  -2.985533  0.18
H  1.350534  0.737643  -2.556351  0.20
H  1.670571  -1.553334  0.173184  0.20
H  2.275234  -1.035317  -1.394216  0.21
H  0.978497  -2.211510  -1.298124  0.17
H  -2.010737  -1.544721  0.982138  0.24
H  -0.352601  -1.267506  1.641412  0.20
H  -0.546326  -2.304592  0.303888  0.21
H  -1.631449  -0.070148  -0.862476  0.21
H  0.183597  2.272435  -0.578456  0.40
H  -0.624929  3.055500  0.723540  0.41
H  -0.150978  0.633859  3.469830  0.49
H  0.938560  0.197996  2.432210  0.46
O  0.760801  0.747677  3.194649  -0.94

Atomic forces in eV per Å
C 0.0 0.2 0.0
N 0.0 0.1 -0.1
C -0.1 0.0 0.2
C 0.5 -0.1 -0.6
C -0.1 0.9 0.5
C 0.0 0.6 -0.1
N 0.1 0.1 -0.2
O -0.2 -0.4 0.1
H -0.1 -0.1 0.1
H -0.1 -0.1 -0.1
H 0.2 0.0 -0.2
H 0.0 0.1 0.0
H 0.3 0.0 0.0
H -0.1 -0.1 -0.2
H 0.1 0.0 0.3
H -0.3 0.1 0.3
H -0.4 -0.2 -0.3
H 0.1 -0.7 -0.2
H 0.1 -0.3 0.1
H 0.0 0.0 0.1
H -0.2 -0.2 -0.4
H -0.3 -0.1 -0.1
O 0.7 0.4 0.6

Molar mass (g mol⁻¹): 134.18
Calculated total energy (hartree): -458.89560
2S+1: 1
Net charge: 0
Structure (SMILES): C[C@@H](C(N)=O)N(C)C.O
LUMO energy (eV): 0.734
Energy relative to the best compared isomer or geometry (same formula, charge and spin) (kcal/mol): 26.35

Entry 6:
Here is a cluster of 2 separate species, C5H14N2O2 in total at a distorted geometry from the OMol25 dataset. Energies are from wB97M-V/def2-TZVPD.

Last column: natural (NBO) charge in e.
Atoms and positions in Å:
C  2.135553  -0.111105  -0.694087  -0.06
O  2.509649  0.660842  0.434892  -0.74
C  0.601443  -0.106507  -0.886886  -0.08
C  -0.116649  -0.140016  0.473771  -0.44
C  -1.458588  -0.813476  0.402217  -0.28
C  -2.344232  -0.854731  -0.587154  -0.01
N  -3.657517  -1.285400  -0.512384  -0.81
N  0.260407  1.142289  -1.579361  -0.87
H  2.506801  0.363157  -1.604851  0.17
H  2.572427  -1.083503  -0.481740  0.18
H  0.244413  -0.973150  -1.439393  0.19
H  0.491030  -0.622441  1.241113  0.23
H  -0.210230  0.861880  0.911181  0.21
H  -1.798393  -1.286133  1.326049  0.19
H  -2.072381  -0.398735  -1.534434  0.18
H  -3.953863  -1.815163  -1.315729  0.37
H  -3.947570  -1.674486  0.371821  0.37
H  0.118094  1.037912  -2.572125  0.37
H  2.138254  1.545806  0.432898  0.47
H  -0.546166  1.574202  -1.154036  0.37
H  2.012605  2.028226  2.551649  0.47
H  2.374553  0.538544  2.950520  0.49
O  2.140362  1.411987  3.266066  -0.95

Atomic forces in eV per Å
C -0.8 0.7 0.0
O 0.5 -0.2 0.5
C 0.2 0.4 0.8
C -0.1 -0.3 -0.2
C -0.6 -0.3 1.0
C 0.8 0.7 -0.2
N -0.2 0.0 -0.2
N 0.0 0.2 0.3
H 0.5 -0.4 -0.1
H -0.1 -0.2 -0.3
H 0.3 -0.2 -0.2
H 0.1 -0.4 -0.3
H -0.1 0.2 -0.3
H 0.1 0.1 0.1
H -0.2 -0.1 -0.2
H -0.2 -0.1 0.1
H 0.1 -0.2 -0.1
H 0.0 0.0 0.0
H -0.2 0.0 -0.6
H -0.2 0.0 -0.2
H 0.1 -0.3 -0.5
H 0.0 0.2 -0.7
O -0.2 0.1 1.3

Molar mass (g mol⁻¹): 134.18
Calculated total energy (hartree): -458.85926
2S+1: 1
Net charge: 0
Structure (SMILES): N/C=C/C[C@@H](N)CO.O
LUMO energy (eV): 0.840
Energy relative to the best compared isomer or geometry (same formula, charge and spin) (kcal/mol): 49.15

Number 1: HOMO-LUMO gap 0.3470 Ha. Number 2: HOMO-LUMO gap 0.3272 Ha. Number 3: HOMO-LUMO gap 0.3341 Ha. Number 4: HOMO-LUMO gap 0.3644 Ha. Number 5: HOMO-LUMO gap 0.3431 Ha. Number 6: HOMO-LUMO gap 0.3327 Ha.